Formula: C2H5IN2O
Source: OMol25
Level of theory: ωB97M-V/def2-TZVPD

Atoms and positions in Å:
C: 0.378 -0.614 -0.580
H: -1.883 1.294 1.268
H: 2.269 0.077 -0.722
N: -0.098 0.873 0.069
H: -2.020 0.308 -0.378
O: -0.404 -1.499 -0.743
H: -1.538 -0.472 1.104
H: 1.978 -1.528 -1.134
N: 1.611 -0.625 -1.058
I: 1.109 1.668 1.618
C: -1.402 0.517 0.557

M: 200.0 g/mol
E: -15282.173 eV
energy above the lowest of the compared OMol25 structures with the same formula, charge and spin: 12.8 kcal/mol
structure (SMILES): CN(I)C(N)=O
frontier orbital gap: 8.6 eV

=====

Formula: C6H10O
Source: OMol25
Level of theory: ωB97M-V/def2-TZVPD

Atoms and positions in Å:
H: -1.631 0.523 0.291
H: -0.323 2.235 1.117
C: 1.090 1.073 0.053
H: -0.499 -1.412 -1.842
C: -0.391 -0.892 -0.891
H: 0.451 0.808 -2.002
C: 0.185 0.502 -0.989
H: -1.063 -2.264 0.617
H: -2.000 0.545 -1.495
H: 1.417 2.270 1.761
O: 0.651 -1.345 1.333
C: -1.280 0.306 -0.717
H: 0.285 -0.493 1.603
H: 2.134 0.766 -0.007
C: -0.105 -1.854 0.257
H: 0.487 -2.691 -0.124
C: 0.709 1.902 1.024

M: 98.1 g/mol
E: -8429.801 eV
energy above the lowest of the compared OMol25 structures with the same formula, charge and spin: 33.2 kcal/mol
structure (SMILES): C=C[C@@H]1C[C@@H]1CO
frontier orbital gap: 10.4 eV

=====

Formula: C18H54AsF6O9
Source: OMol25
Level of theory: ωB97M-V/def2-TZVPD

Atoms and positions in Å:
C: 0.258 -2.856 3.283
H: -2.455 -0.646 -6.398
H: -5.048 0.602 2.091
C: 1.809 -2.626 3.101
O: 2.910 -1.451 -4.500
O: -4.653 -1.052 -4.926
O: 1.374 -3.290 -2.919
C: 1.864 3.325 3.024
C: 5.795 -1.223 -2.452
F: 0.582 -0.919 -2.047
H: -1.923 -1.022 3.146
H: -0.084 4.353 1.657
H: 5.884 -2.371 0.330
H: 4.328 -1.754 0.707
H: 2.195 -4.444 4.155
As: 0.331 -0.440 -0.316
C: 0.560 4.004 3.380
H: 0.671 4.576 4.301
H: 2.275 -3.121 5.189
H: -0.067 -2.505 4.263
F: -1.193 0.359 -0.742
H: -4.101 -2.190 2.605
H: -0.531 2.150 3.978
H: 3.645 -3.537 4.121
O: 4.034 -0.143 -1.302
C: -0.626 3.113 -2.433
H: -0.336 -2.386 2.499
H: 1.042 -2.447 -2.610
C: -2.473 -0.068 -5.474
F: 0.125 0.068 1.379
H: 2.980 -1.103 -3.611
O: 2.113 -3.274 1.915
H: -2.270 5.312 -1.776
H: -5.451 -0.753 -4.485
O: -5.275 -0.995 3.815
H: -0.873 2.650 2.403
H: -2.120 5.174 0.024
H: -2.042 0.887 -5.775
F: 1.919 -1.266 0.083
O: -0.771 -4.191 -1.209
H: -4.878 -0.743 0.961
C: -4.137 -1.152 2.935
H: 2.506 -0.745 -5.004
H: -2.860 -1.410 4.623
C: -4.375 -0.185 1.751
H: 0.121 2.550 -0.340
C: 2.563 -3.418 4.181
H: 2.697 4.025 3.083
F: -0.577 -2.004 -0.026
H: -3.122 -0.956 -2.899
C: 5.229 -0.793 -1.063
H: 2.069 2.560 3.773
H: -0.267 2.085 -2.482
C: -1.356 3.471 -1.125
H: -2.777 0.199 4.094
H: -1.487 3.661 3.808
C: -2.834 -0.819 3.707
O: 0.252 4.930 2.347
H: -4.433 0.237 -2.611
H: -4.280 0.935 -5.041
O: -0.495 3.232 -0.062
H: 1.971 -3.066 -3.633
H: 3.343 -0.465 -0.719
H: 2.080 -1.570 3.079
H: 5.906 -0.469 -3.232
C: -1.635 5.018 -0.940
H: -0.831 -3.437 -0.622
H: -2.770 0.754 -2.995
H: -2.266 2.900 -0.942
H: -1.176 3.275 -3.360
H: 4.506 -2.885 -0.578
H: -0.691 5.559 -0.996
H: 2.146 -2.541 1.296
H: 5.324 -2.069 -2.952
H: 0.306 3.672 -2.521
C: -3.795 0.013 -4.720
H: -3.463 0.267 1.360
H: 6.767 -1.585 -2.121
H: -0.058 -3.973 -1.809
C: -0.678 3.059 3.395
H: -1.717 -0.558 -4.860
H: 1.831 2.891 2.025
H: -5.475 -0.066 3.952
H: 5.731 -0.043 -0.453
H: 0.029 -3.918 3.195
C: 4.971 -2.003 -0.137
F: 1.221 1.080 -0.605
C: -3.540 0.007 -3.192

M: 603.5 g/mol
E: -115111.071 eV
<S²>: 0.75
multiplicity: 2
frontier orbital gap (spin up / spin down): 8.7 / 2.7 eV

=====

Formula: C24H48N6O6PS
Source: OMol25
Level of theory: ωB97M-V/def2-TZVPD

Atoms and positions in Å:
N: 3.450 0.638 -2.311
S: -6.565 2.017 5.657
C: 4.268 3.018 -2.840
H: -1.795 5.123 2.014
H: 6.132 -0.372 1.648
C: 5.385 -2.433 1.016
H: 3.997 4.131 -2.504
O: -1.452 -3.740 -1.186
C: -0.478 4.038 0.350
H: -1.848 -4.837 -4.910
C: 2.415 2.292 -0.976
H: 7.381 1.978 -3.974
N: -9.553 -0.607 6.192
H: -1.962 1.807 2.198
H: -5.704 3.016 3.208
H: -3.064 2.684 0.921
H: 7.403 -1.762 1.917
H: 6.386 0.883 -0.146
H: 5.802 0.936 -3.853
C: 5.892 2.862 -2.472
N: 1.913 0.887 -0.594
H: 1.454 4.295 1.537
H: 6.082 2.857 -1.306
H: -0.549 3.862 2.670
C: 1.028 3.520 0.737
O: -1.546 -1.505 -2.285
H: 3.998 0.060 -2.988
C: -3.397 3.258 3.214
C: -2.445 2.857 1.899
O: -7.594 -0.704 4.696
H: -1.838 -5.508 -3.297
C: -4.897 1.627 4.859
C: -1.329 4.071 1.790
H: -2.756 3.126 4.210
C: -1.935 -0.197 -1.890
H: 8.436 1.146 -1.836
C: -2.135 -6.005 -0.681
H: 2.405 4.410 -0.754
C: 2.527 -0.204 -1.443
O: -1.851 -3.459 -3.428
C: -7.671 0.508 5.540
N: -8.879 0.581 6.479
C: -1.871 -4.611 -0.147
H: -4.190 -4.111 -4.693
H: -1.062 -4.654 0.583
H: 7.798 -0.363 -2.784
H: -1.486 -0.635 0.201
H: -4.053 -5.850 -4.359
H: -2.760 -4.236 0.371
C: -3.781 -4.852 -4.002
H: -4.038 2.009 5.594
H: 0.973 2.483 1.322
H: -3.727 4.388 3.164
H: -0.484 5.144 -0.061
H: 5.426 -3.081 2.015
H: 5.592 -0.518 -1.288
H: -1.073 3.329 -0.372
N: 2.018 3.505 -0.407
H: 5.482 -3.180 0.121
H: -4.262 -4.692 -3.033
H: 2.357 -1.376 -1.455
C: -8.818 -1.415 5.113
H: -3.025 -0.101 -1.874
C: -2.275 -4.719 -3.908
H: -1.274 -6.374 -1.248
H: -2.999 -6.006 -1.351
C: -1.320 0.150 -0.544
H: -0.234 0.258 -0.639
H: -2.340 -6.704 0.135
C: 7.442 0.593 -2.164
O: 7.303 -1.050 -0.127
C: -4.740 2.331 3.354
H: 4.145 2.973 -4.011
H: -4.782 1.513 2.504
H: -1.731 1.087 -0.160
H: -4.747 0.462 4.776
P: -2.557 -2.794 -1.995
H: 6.396 3.833 -2.950
H: -1.567 0.504 -2.646
N: 3.411 2.012 -2.089
H: -9.136 -2.461 4.664
O: -3.188 -2.199 -0.712
C: 6.569 0.006 -0.900
C: 6.582 1.544 -3.200
C: 6.604 -1.339 1.137
H: 4.314 -1.955 0.989

M: 579.7 g/mol
E: -66993.164 eV
frontier orbital gap: 6.0 eV
total charge: +1

=====

Formula: H22O19SV2
Source: OMol25
Level of theory: ωB97M-V/def2-TZVPD

Atoms and positions in Å:
O: -2.869 -0.668 -3.492
S: 0.187 -0.356 0.267
O: -2.873 2.562 2.639
H: -2.299 -0.381 -2.778
O: -1.472 -1.642 4.491
O: 1.730 -4.426 -2.547
O: 0.779 -1.602 -0.277
H: 1.247 4.161 0.263
V: 0.766 -4.787 -1.356
H: -1.865 -4.148 1.319
H: -3.763 -0.639 0.521
H: 4.304 1.152 0.518
O: 2.459 -0.779 -4.491
H: -4.546 -1.932 0.456
H: 2.104 -0.857 -5.376
H: 0.939 3.006 -3.463
H: 0.556 2.349 4.019
O: -0.873 -0.640 1.206
V: -2.169 -0.333 4.088
H: -1.590 2.671 -0.816
O: 4.179 -1.744 -1.245
H: 1.548 3.077 1.277
H: -2.805 0.030 -4.145
H: 1.259 2.309 -2.158
H: 4.119 -1.368 -2.124
H: 3.310 -1.612 -0.868
O: 1.499 3.068 -2.689
O: -1.090 -4.703 1.230
O: -2.111 3.463 -0.683
O: 0.653 1.435 4.284
H: -1.467 4.171 -0.650
O: -4.649 -0.982 0.406
H: -2.780 2.646 1.690
H: -3.065 3.450 2.941
H: -1.253 -5.440 1.819
O: -0.347 0.365 -0.877
O: 1.333 4.007 1.204
H: 1.226 1.052 3.619
H: 1.688 -0.747 -3.925
O: 5.121 1.073 1.012
O: -3.790 -0.655 3.998
H: 5.081 0.200 1.404
O: 1.146 0.491 0.889
O: 0.441 -6.300 -1.601

M: 460.1 g/mol
E: -101463.106 eV
energy above the lowest of the compared OMol25 structures with the same formula, charge and spin: 192.1 kcal/mol
frontier orbital gap: 3.7 eV

=====

Formula: C22H21FIrN7O6S
Source: OMol25
Level of theory: ωB97M-V/def2-TZVPD

Atoms and positions in Å:
C: 1.541 -2.170 0.061
H: -3.584 -1.366 3.511
C: -1.953 2.379 1.478
H: -2.610 1.577 1.809
O: -5.766 0.149 -0.083
H: 1.510 -6.682 0.953
H: -2.166 3.263 2.081
N: -0.563 1.928 1.740
C: 0.389 -0.074 -2.499
N: 0.762 -1.194 -0.628
C: 2.137 -5.231 -2.043
C: 1.519 -4.576 0.578
C: -2.176 2.677 0.007
H: -3.979 -1.140 -1.219
H: -1.335 3.245 -0.403
Ir: 0.111 0.306 0.509
C: -1.753 -2.733 2.298
C: -2.331 1.422 -0.825
C: -0.698 -1.778 2.838
C: 2.333 0.275 2.578
H: 2.080 -7.274 -1.383
H: 2.115 -3.124 -2.429
S: 0.850 1.441 -1.806
C: -4.713 -0.577 1.921
C: -3.740 -1.320 2.442
H: -2.100 -3.347 3.129
F: -5.541 0.131 2.701
C: 3.652 -1.640 3.084
H: 2.005 1.287 2.776
H: 1.245 -4.319 1.596
C: -4.913 -0.494 0.481
O: -0.825 -0.538 2.519
H: -0.569 -0.964 -4.032
H: 0.071 2.718 1.673
C: 1.687 -3.557 -0.367
H: 3.425 -3.272 1.722
C: 3.118 -2.273 1.992
H: 4.377 -2.149 3.704
C: 3.256 -0.337 3.393
C: 2.161 -1.615 1.194
H: -3.075 3.274 -0.129
C: -2.931 -2.005 0.286
H: 3.648 0.188 4.251
N: -0.117 -0.111 -3.742
C: 1.971 -6.235 -1.096
O: -2.136 -2.577 -0.433
C: 1.658 -5.905 0.214
H: -0.473 0.754 -4.113
O: -3.052 1.376 -1.790
N: -2.879 -2.063 1.663
N: 1.802 -0.313 1.507
H: -0.517 1.547 2.684
H: 2.383 -5.487 -3.065
C: 1.988 -3.901 -1.689
O: -1.645 0.358 -0.422
N: -3.982 -1.264 -0.216
O: 0.181 -2.268 3.541
N: 0.580 -1.275 -1.921
H: -1.291 -3.371 1.550

M: 722.7 g/mol
E: -62261.966 eV
energy above the lowest of the compared OMol25 structures with the same formula, charge and spin: 17.5 kcal/mol
<S²>: 6.03
multiplicity: 5
frontier orbital gap (spin up / spin down): 6.7 / 6.0 eV

=====

Formula: C18H10BrCl2IrN3O2S
Source: OMol25
Level of theory: ωB97M-V/def2-TZVPD

Atoms and positions in Å:
C: -0.045 0.003 2.853
C: 0.014 0.004 4.335
C: -2.613 0.628 -1.896
N: -1.088 -0.054 6.432
H: 3.938 1.817 -2.601
H: 5.528 0.013 -1.912
Ir: -0.166 -0.065 0.212
C: -4.643 0.654 -3.238
C: 2.707 -1.007 -0.360
H: -5.408 1.219 -3.752
O: 0.987 0.297 2.180
C: 0.080 -0.008 7.053
S: -1.390 1.532 -1.060
N: 1.867 -0.038 -0.731
O: -1.119 -0.297 2.253
C: -1.141 -0.056 5.112
H: 1.596 1.718 -1.784
N: 5.617 -2.926 -0.049
C: 4.905 -2.083 -0.362
C: -3.628 1.332 -2.584
Cl: -3.619 3.045 -2.606
C: 1.248 0.062 4.971
Br: 2.922 0.111 7.276
C: 1.282 0.050 6.350
C: -4.673 -0.729 -3.227
C: -2.678 -0.772 -1.924
C: 4.032 -1.024 -0.770
H: 0.060 -0.016 8.136
C: 3.616 1.006 -1.964
C: -3.686 -1.452 -2.568
H: -5.470 -1.255 -3.734
Cl: -1.448 -1.712 -1.137
C: 4.496 0.006 -1.589
H: -3.706 -2.533 -2.562
H: 2.323 -1.788 0.283
C: 2.310 0.952 -1.516
H: 2.151 0.117 4.380
H: -2.123 -0.098 4.656

M: 675.4 g/mol
E: -136146.151 eV
<S²>: 6.02
multiplicity: 5
frontier orbital gap (spin up / spin down): 8.0 / 5.2 eV
total charge: +1

=====

Repeat the fourth record exactly.
Formula: C24H48N6O6PS
Source: OMol25
Level of theory: ωB97M-V/def2-TZVPD

Atoms and positions in Å:
N: 3.450 0.638 -2.311
S: -6.565 2.017 5.657
C: 4.268 3.018 -2.840
H: -1.795 5.123 2.014
H: 6.132 -0.372 1.648
C: 5.385 -2.433 1.016
H: 3.997 4.131 -2.504
O: -1.452 -3.740 -1.186
C: -0.478 4.038 0.350
H: -1.848 -4.837 -4.910
C: 2.415 2.292 -0.976
H: 7.381 1.978 -3.974
N: -9.553 -0.607 6.192
H: -1.962 1.807 2.198
H: -5.704 3.016 3.208
H: -3.064 2.684 0.921
H: 7.403 -1.762 1.917
H: 6.386 0.883 -0.146
H: 5.802 0.936 -3.853
C: 5.892 2.862 -2.472
N: 1.913 0.887 -0.594
H: 1.454 4.295 1.537
H: 6.082 2.857 -1.306
H: -0.549 3.862 2.670
C: 1.028 3.520 0.737
O: -1.546 -1.505 -2.285
H: 3.998 0.060 -2.988
C: -3.397 3.258 3.214
C: -2.445 2.857 1.899
O: -7.594 -0.704 4.696
H: -1.838 -5.508 -3.297
C: -4.897 1.627 4.859
C: -1.329 4.071 1.790
H: -2.756 3.126 4.210
C: -1.935 -0.197 -1.890
H: 8.436 1.146 -1.836
C: -2.135 -6.005 -0.681
H: 2.405 4.410 -0.754
C: 2.527 -0.204 -1.443
O: -1.851 -3.459 -3.428
C: -7.671 0.508 5.540
N: -8.879 0.581 6.479
C: -1.871 -4.611 -0.147
H: -4.190 -4.111 -4.693
H: -1.062 -4.654 0.583
H: 7.798 -0.363 -2.784
H: -1.486 -0.635 0.201
H: -4.053 -5.850 -4.359
H: -2.760 -4.236 0.371
C: -3.781 -4.852 -4.002
H: -4.038 2.009 5.594
H: 0.973 2.483 1.322
H: -3.727 4.388 3.164
H: -0.484 5.144 -0.061
H: 5.426 -3.081 2.015
H: 5.592 -0.518 -1.288
H: -1.073 3.329 -0.372
N: 2.018 3.505 -0.407
H: 5.482 -3.180 0.121
H: -4.262 -4.692 -3.033
H: 2.357 -1.376 -1.455
C: -8.818 -1.415 5.113
H: -3.025 -0.101 -1.874
C: -2.275 -4.719 -3.908
H: -1.274 -6.374 -1.248
H: -2.999 -6.006 -1.351
C: -1.320 0.150 -0.544
H: -0.234 0.258 -0.639
H: -2.340 -6.704 0.135
C: 7.442 0.593 -2.164
O: 7.303 -1.050 -0.127
C: -4.740 2.331 3.354
H: 4.145 2.973 -4.011
H: -4.782 1.513 2.504
H: -1.731 1.087 -0.160
H: -4.747 0.462 4.776
P: -2.557 -2.794 -1.995
H: 6.396 3.833 -2.950
H: -1.567 0.504 -2.646
N: 3.411 2.012 -2.089
H: -9.136 -2.461 4.664
O: -3.188 -2.199 -0.712
C: 6.569 0.006 -0.900
C: 6.582 1.544 -3.200
C: 6.604 -1.339 1.137
H: 4.314 -1.955 0.989

M: 579.7 g/mol
E: -66993.164 eV
frontier orbital gap: 6.0 eV
total charge: +1

=====

> M of number 5 (H22O19SV2)?

460.1 g/mol